Record 1
ORCA calculation (ωB97M-V/def2-TZVPD) on 2 unconnected molecules or ions with the total composition C2H7N3O.

```
13
Properties=species:S:1:pos:R:3:forces:R:3
C -0.203 -0.702 0.730 -2.008 0.846 3.633
C 0.859 -0.995 1.735 -0.421 -1.017 0.721
N -0.008 -0.676 -0.468 -1.361 -0.073 -3.815
N -0.134 1.690 -2.542 2.188 4.302 -1.577
N -0.895 0.808 -2.575 -2.049 -1.907 -0.191
O -1.474 -0.411 1.358 1.169 -0.194 0.503
H 1.668 -0.315 1.663 0.433 1.282 0.291
H 0.435 -1.084 2.782 0.920 -0.057 -1.220
H 1.374 -1.884 1.379 -0.325 -0.590 0.470
H -0.277 2.661 -3.021 -0.567 -0.920 0.481
H 0.862 1.742 -2.242 0.060 -1.151 0.786
H -0.837 -0.469 -1.152 1.993 -0.351 1.824
H -1.369 -0.364 2.354 -0.031 -0.171 -1.906
```
Positions in Å, forces in eV/Å.

HOMO level	-8.25	eV
energy relative to the best compared isomer or geometry (same formula, charge and spin)	104.1	kcal per mole
calculated total energy	-319.783862	hartree

Let us look at the natural (NBO) charges, expressed in e, one per atom: 0.560, -0.700, -0.716, -0.333, -0.201, -0.733, 0.238, 0.202, 0.246, 0.262, 0.302, 0.398, 0.474

=====

Record 2
ORCA calculation (ωB97M-V/def2-TZVPD) on a molecular structure, C20H28N4OSSbSe4TeW.

```
61
Properties=species:S:1:pos:R:3:forces:R:3
W 1.252 -0.456 0.390 0.224 -0.450 0.898
Se -1.460 -0.425 1.144 0.145 -0.116 -0.042
Sb -0.560 1.486 -0.021 -0.253 0.377 -0.068
Se 1.847 -0.162 2.519 0.164 0.043 0.249
Se 0.286 0.201 -1.983 -0.306 0.140 -0.765
Se -0.820 3.825 0.157 0.052 -0.135 -0.042
C 4.745 1.640 0.511 -0.112 -0.066 -0.015
Te 2.716 1.923 -0.122 0.121 0.218 -0.079
C 2.581 3.101 1.656 -0.029 -0.022 -0.006
C 3.738 2.696 2.529 -0.119 0.123 0.077
C 3.765 3.029 3.881 -0.007 -0.005 -0.001
C 4.828 2.632 4.674 0.010 -0.012 -0.022
C 5.871 1.898 4.122 -0.020 0.009 0.005
C 5.848 1.567 2.778 -0.020 -0.009 -0.002
C 4.783 1.969 1.976 0.173 -0.078 -0.009
H 5.316 2.345 -0.095 0.053 -0.008 0.028
H 5.073 0.629 0.290 0.025 0.010 -0.019
H 1.616 2.907 2.119 -0.018 0.057 -0.018
H 2.613 4.145 1.346 0.013 0.022 0.038
H 2.945 3.591 4.311 0.004 -0.001 -0.002
H 4.840 2.888 5.725 0.003 0.000 -0.001
H 6.700 1.581 4.741 -0.003 -0.001 0.002
H 6.658 0.992 2.345 -0.001 0.002 0.001
C -1.105 -3.007 -1.822 -0.041 0.000 -0.019
N -1.146 -3.541 -0.473 0.050 -0.004 0.003
C -2.369 -4.267 -0.135 0.019 -0.017 0.000
C -2.151 -5.164 1.061 -0.003 -0.003 -0.015
C -1.532 -4.348 2.174 0.031 0.005 0.015
N -0.327 -3.674 1.693 -0.015 0.015 0.067
C 0.743 -3.484 2.663 -0.023 -0.034 -0.002
C -0.236 -3.200 0.445 0.017 0.014 -0.017
O 0.780 -2.475 0.119 -0.090 -0.036 -0.113
H -1.285 -3.822 -2.525 -0.017 0.003 0.011
H -0.138 -2.565 -2.019 0.025 -0.015 0.000
H -1.870 -2.239 -1.952 0.023 0.008 -0.007
H -2.654 -4.849 -1.011 -0.004 0.003 -0.005
H -3.168 -3.542 0.054 0.000 -0.003 0.007
H -1.486 -5.988 0.795 0.000 0.000 -0.001
H -3.099 -5.589 1.386 -0.002 0.003 -0.001
H -1.239 -4.983 3.008 -0.007 -0.002 0.002
H -2.238 -3.604 2.555 -0.008 0.003 0.002
H 0.897 -4.428 3.186 0.013 0.009 0.003
H 0.481 -2.714 3.391 -0.011 -0.002 0.000
H 1.661 -3.204 2.160 0.006 0.006 -0.011
C 2.123 -1.292 -5.071 0.014 0.003 0.055
C 3.070 -1.895 -4.088 -0.052 0.023 -0.099
C 4.065 -2.778 -4.385 0.066 -0.049 0.030
C 4.893 -3.222 -3.335 0.034 -0.047 -0.073
N 4.717 -2.833 -2.081 -0.091 0.075 0.190
C 3.725 -1.989 -1.796 0.029 -0.016 -0.173
S 3.515 -1.480 -0.174 -0.042 -0.127 -0.103
N 2.933 -1.525 -2.793 0.004 0.058 0.001
C 6.006 -4.184 -3.589 -0.022 0.016 -0.009
H 2.312 -1.675 -6.070 0.016 -0.010 0.002
H 2.230 -0.206 -5.081 -0.005 -0.004 0.004
H 1.091 -1.515 -4.793 0.003 0.002 0.006
H 4.222 -3.108 -5.401 0.002 -0.003 0.005
H 2.220 -0.836 -2.549 -0.009 0.015 0.030
H 6.318 -4.179 -4.631 -0.004 0.007 0.000
H 5.665 -5.191 -3.338 -0.006 0.003 0.003
H 6.848 -3.955 -2.940 0.001 0.004 0.004
```
Positions in Å, forces in eV/Å.

HOMO level	-10.24	eV
energy relative to the best compared isomer or geometry (same formula, charge and spin)	20.1	kcal per mole
charge	+1
calculated total energy	-11652.375321	hartree

Let us look at the natural (NBO) charges, expressed in e, one per atom: -0.068, -0.389, 1.003, 0.168, -0.562, -0.451, -0.649, 0.900, -0.674, 0.037, -0.222, -0.194, -0.198, -0.187, -0.097, 0.243, 0.256, 0.251, 0.252, 0.221, 0.225, 0.224, 0.218, -0.405, -0.400, -0.208, -0.422, -0.208, -0.407, -0.405, 0.842, -0.777, 0.206, 0.227, 0.219, 0.220, 0.208, 0.218, 0.241, 0.223, 0.208, 0.212, 0.211, 0.231, -0.665, 0.321, -0.326, 0.350, -0.468, 0.309, -0.034, -0.548, -0.660, 0.247, 0.256, 0.250, 0.244, 0.448, 0.230, 0.254, 0.254

=====

| no. | gap between HOMO and LUMO (eV) |
| --- | --- |
| 1 | 9.04 |
| 2 | 6.39 |